No. 1
Computed, not measured: 14 unconnected molecules or ions with the total composition C29H89N3O14 in a non-equilibrium geometry, with the ωB97M-V functional and the def2-TZVPD basis.

Results
Gap between HOMO and LUMO = 9.52 eV

```
! wB97M-V def2-TZVPD RIJCOSX def2/J DEFGRID3
* xyz 0 1
C -1.698 -0.947 -2.716
C -2.379 -0.975 -4.032
C -3.195 -2.284 -4.180
O -3.318 0.086 -4.038
H -1.493 0.074 -2.394
H -0.784 -1.515 -2.891
H -2.308 -1.487 -1.992
H -1.739 -0.713 -4.875
H -2.564 -3.172 -4.128
H -3.636 -2.279 -5.176
H -3.934 -2.384 -3.385
H -3.747 0.130 -4.896
C 3.370 2.845 3.203
C 4.822 3.022 2.832
C 5.059 4.258 1.959
O 5.380 3.343 4.052
H 3.239 1.877 3.687
H 2.816 2.666 2.281
H 2.922 3.655 3.778
H 5.199 2.090 2.412
H 4.418 5.044 2.356
H 4.906 4.196 0.881
H 6.040 4.686 2.165
H 6.321 3.484 3.918
C -0.712 3.277 2.635
C -1.058 2.851 4.060
C -0.026 3.463 4.990
O -2.373 3.328 4.412
H 0.296 2.926 2.412
H -0.708 4.363 2.546
H -1.350 2.926 1.824
H -0.957 1.768 4.129
H 0.986 3.307 4.616
H -0.113 3.068 6.002
H -0.085 4.546 5.098
H -2.533 3.249 5.355
C 0.965 1.350 -0.691
C 1.008 0.311 0.446
C -0.329 -0.335 0.492
O -0.653 -0.820 1.818
C -1.949 -1.369 1.798
N 2.110 -0.611 0.320
H 1.852 1.982 -0.703
H 0.162 2.077 -0.572
H 0.813 0.841 -1.643
H 1.116 0.842 1.391
H -0.431 -1.187 -0.180
H -1.100 0.380 0.202
H -2.180 -1.880 0.863
H -2.657 -0.557 1.962
H -2.098 -2.082 2.609
H 1.874 -1.223 -0.448
H 1.946 -1.213 1.114
C -4.977 1.088 0.882
C -4.329 0.550 -0.358
C -5.374 -0.219 -1.209
O -6.113 -1.215 -0.478
C -5.365 -2.313 -0.175
N -3.769 1.669 -1.072
H -5.726 1.849 0.662
H -4.258 1.550 1.559
H -5.361 0.242 1.452
H -3.482 -0.095 -0.125
H -4.929 -0.661 -2.100
H -6.099 0.512 -1.565
H -4.832 -2.129 0.757
H -4.665 -2.688 -0.921
H -6.029 -3.139 0.079
H -4.554 2.262 -1.298
H -3.452 1.330 -1.968
C -1.807 -4.799 -1.305
C -1.140 -4.616 0.061
C -1.930 -5.156 1.326
O -3.138 -4.377 1.522
C -3.903 -4.741 2.732
N 0.103 -5.243 -0.085
H -1.923 -5.872 -1.459
H -1.156 -4.566 -2.148
H -2.701 -4.179 -1.364
H -0.941 -3.564 0.266
H -1.279 -5.114 2.199
H -2.171 -6.176 1.028
H -3.255 -4.471 3.565
H -4.106 -5.812 2.723
H -4.837 -4.226 2.957
H 0.602 -5.314 0.789
H -0.081 -6.170 -0.442
C 5.841 -1.447 1.837
O 6.697 -0.461 2.376
H 6.170 -1.933 0.918
H 5.583 -2.175 2.607
H 4.833 -1.060 1.691
H 6.465 -0.224 3.277
C 1.829 4.405 -2.748
O 1.504 4.576 -4.115
H 2.294 5.318 -2.377
H 0.994 4.149 -2.096
H 2.493 3.542 -2.712
H 1.019 3.786 -4.364
C 2.485 -1.367 -4.014
O 2.500 0.007 -3.693
H 2.600 -2.118 -3.232
H 1.536 -1.587 -4.503
H 3.327 -1.578 -4.673
H 3.174 0.134 -3.021
C -0.557 1.923 -4.548
O 0.805 2.053 -4.899
H -0.579 1.594 -3.509
H -0.978 2.928 -4.564
H -1.177 1.402 -5.278
H 1.277 1.328 -4.482
C 1.716 -1.433 3.800
O 0.839 -2.496 3.447
H 2.458 -1.328 3.008
H 1.273 -0.455 3.991
H 2.279 -1.611 4.716
H 0.120 -2.051 2.992
C -1.746 4.974 -1.410
O -1.708 3.586 -1.814
H -1.140 5.634 -2.031
H -2.766 5.357 -1.403
H -1.261 5.196 -0.459
H -2.303 3.022 -1.315
C 2.854 -3.863 -0.454
O 1.821 -3.149 -1.095
H 2.986 -4.790 -1.011
H 3.813 -3.346 -0.456
H 2.672 -4.129 0.588
H 1.039 -3.614 -0.790
C 5.009 1.165 -1.087
O 4.062 0.156 -1.504
H 5.699 1.457 -1.878
H 4.496 2.076 -0.779
H 5.704 0.887 -0.295
H 3.414 0.088 -0.799
*
```

***

No. 2
Computed, not measured: 14 unconnected molecules or ions with the total composition C29H91N23O14 in a non-equilibrium geometry, with the ωB97M-V functional and the def2-TZVPD basis.

Results
Gap between HOMO and LUMO = 8.11 eV
Energy above the lowest of the compared OMol25 structures with the same formula, charge and spin = 167.3 kcal/mol

```
! wB97M-V def2-TZVPD RIJCOSX def2/J DEFGRID3
* xyz 0 1
C 1.036 -0.448 1.327
C 0.574 0.458 0.151
C -0.831 1.094 0.525
O -1.947 0.203 0.187
C -3.115 0.736 0.640
N 1.548 1.565 -0.099
H 1.061 0.253 2.162
H 2.071 -0.766 1.203
H 0.468 -1.378 1.340
H 0.553 0.040 -0.856
H -0.871 2.076 0.053
H -0.800 1.353 1.584
H -4.036 0.258 0.305
H -3.170 1.791 0.375
H -3.179 0.542 1.711
H 1.296 2.235 0.614
H 1.128 1.972 -0.922
C 4.778 0.749 1.549
C 5.503 2.089 1.390
C 6.825 1.884 0.742
O 7.691 0.824 1.383
C 9.013 1.096 1.038
N 4.756 2.932 0.478
H 4.727 0.206 0.605
H 3.782 0.704 1.991
H 5.349 0.259 2.336
H 5.535 2.595 2.355
H 7.235 2.888 0.632
H 6.640 1.493 -0.258
H 9.355 2.100 1.286
H 9.177 0.990 -0.034
H 9.636 0.303 1.454
H 4.877 2.395 -0.369
H 3.762 2.843 0.630
C -3.147 4.607 -1.421
C -3.171 4.625 -2.931
C -4.110 3.467 -3.580
O -3.570 2.185 -3.323
C -4.408 1.155 -3.754
N -3.501 5.919 -3.508
H -2.331 5.085 -0.879
H -3.071 3.529 -1.276
H -4.018 4.891 -0.831
H -2.167 4.356 -3.259
H -4.174 3.652 -4.652
H -5.093 3.585 -3.123
H -4.674 1.338 -4.795
H -5.326 1.179 -3.168
H -3.971 0.190 -3.495
H -3.391 6.054 -4.503
H -4.509 5.992 -3.522
C -0.756 -5.197 -3.393
C -1.031 -5.663 -1.931
C -2.326 -5.109 -1.287
O -2.264 -3.700 -1.300
C -2.973 -2.992 -0.322
N -1.004 -7.098 -2.119
H -0.830 -4.123 -3.568
H -1.436 -5.643 -4.119
H 0.270 -5.455 -3.655
H -0.194 -5.460 -1.262
H -2.125 -5.386 -0.252
H -3.254 -5.515 -1.689
H -2.430 -2.597 0.537
H -3.930 -3.466 -0.107
H -3.388 -2.117 -0.822
H -0.939 -7.532 -1.210
H -0.086 -7.328 -2.474
C -4.932 -5.857 2.454
C -6.379 -5.279 2.762
C -6.572 -4.006 1.913
O -5.775 -3.013 2.527
C -5.923 -1.758 1.918
N -7.397 -6.305 2.545
H -4.606 -6.452 3.307
H -4.029 -5.256 2.344
H -4.801 -6.486 1.573
H -6.418 -5.081 3.833
H -7.574 -3.606 1.758
H -6.243 -4.241 0.901
H -5.720 -1.814 0.849
H -5.226 -1.124 2.466
H -6.932 -1.345 1.919
H -7.084 -6.854 1.757
H -8.317 -5.898 2.448
C 4.252 1.413 -2.723
O 4.737 2.463 -2.453
N 3.346 0.800 -2.096
N 4.522 0.950 -3.898
H 2.837 1.304 -1.384
H 3.088 -0.150 -2.324
H 5.071 1.576 -4.469
H 4.204 0.020 -4.129
C 0.156 4.599 1.757
O 0.953 3.696 1.683
N -0.371 5.102 2.870
N -0.357 5.245 0.700
H 0.013 4.834 3.765
H -1.177 5.711 2.863
H 0.010 5.164 -0.238
H -1.074 5.932 0.884
C -1.236 1.523 4.257
O -0.876 0.348 4.278
N -2.422 1.917 4.273
N -0.405 2.449 4.473
H -3.096 1.169 4.186
H -2.656 2.889 4.413
H -0.774 3.378 4.618
H 0.530 2.162 4.726
C 1.393 4.671 -2.773
O 0.918 3.570 -2.832
N 0.655 5.700 -3.015
N 2.672 4.939 -2.601
H -0.327 5.517 -3.163
H 1.098 6.586 -3.213
H 3.277 4.130 -2.604
H 3.047 5.875 -2.538
C 3.988 -3.601 0.576
O 5.094 -3.359 0.086
N 3.830 -4.448 1.545
N 2.794 -3.115 0.229
H 4.639 -4.840 2.005
H 3.015 -4.369 2.137
H 2.666 -2.635 -0.651
H 1.979 -3.524 0.664
C -0.323 -3.748 2.465
O 0.675 -4.089 1.875
N -0.368 -2.877 3.364
N -1.421 -4.386 2.339
H 0.144 -2.017 3.228
H -1.345 -2.761 3.593
H -1.380 -4.985 1.527
H -2.242 -3.948 2.731
C -0.385 0.641 -3.480
O -0.943 -0.418 -3.552
N -0.990 1.781 -3.523
N 0.943 0.869 -3.638
H -0.430 2.613 -3.404
H -1.944 1.705 -3.200
H 1.497 0.140 -4.064
H 1.313 1.804 -3.542
C 3.292 2.882 4.812
O 2.534 2.055 5.198
N 4.236 3.493 5.532
N 3.184 3.448 3.676
H 4.519 3.213 6.460
H 4.813 4.171 5.054
H 2.377 3.203 3.121
H 4.002 3.765 3.176
C 2.018 -2.543 -3.286
O 2.289 -1.703 -4.036
N 2.808 -3.495 -2.889
N 0.861 -2.654 -2.687
H 3.792 -3.442 -3.112
H 2.481 -4.283 -2.348
H 0.609 -3.493 -2.185
H 0.198 -1.916 -2.877
*
```

***

No. 3
Computed, not measured: a molecular structure, C2BiF3NO5S2 in a non-equilibrium geometry, with the ωB97M-V functional and the def2-TZVPD basis.

Results
Gap between HOMO and LUMO (spin up / spin down) = 4.54 / 4.21 eV
<S²> = 0.753
Energy above the lowest of the compared OMol25 structures with the same formula, charge and spin = 8.8 kcal/mol

```
! wB97M-V def2-TZVPD RIJCOSX def2/J DEFGRID3
* xyz 0 2
O 0.209 -0.673 2.476
C -0.366 -0.070 3.341
O -0.452 0.841 4.076
Bi -0.080 -2.996 2.528
N -3.775 -2.898 4.778
S -3.067 -1.871 3.712
O -3.426 -0.472 4.140
O -1.418 -2.152 3.828
S -3.452 -2.629 6.368
O -3.026 -3.927 7.024
C -5.230 -2.509 6.942
F -5.829 -1.457 6.391
F -5.933 -3.598 6.651
F -5.242 -2.348 8.267
*
```

***

No. 4
Computed, not measured: a molecular structure, C2Br2I2, with the ωB97M-V functional and the def2-TZVPD basis.

Results
Gap between HOMO and LUMO = 8.88 eV
Energy above the lowest of the compared OMol25 structures with the same formula, charge and spin = 0.0 kcal/mol

```
! wB97M-V def2-TZVPD RIJCOSX def2/J DEFGRID3
* xyz 0 1
C -0.623 -0.228 0.055
C 0.623 0.228 -0.055
Br -1.757 -0.427 -1.432
Br 1.757 0.427 1.432
I -1.462 -0.776 1.899
I 1.462 0.776 -1.899
*
```

***

No. 5
Computed, not measured: a molecular structure, C2Br3I3, with the ωB97M-V functional and the def2-TZVPD basis.

Results
Gap between HOMO and LUMO (spin up / spin down) = 7.21 / 8.00 eV
<S²> = 2.014

```
! wB97M-V def2-TZVPD RIJCOSX def2/J DEFGRID3
* xyz 0 3
C 0.614 1.466 0.544
C -0.617 -1.688 -0.742
Br -1.159 2.041 0.233
Br 1.944 2.782 0.338
Br 0.826 0.335 2.047
I 0.941 -2.954 -0.175
I -2.308 -1.643 0.479
I -0.863 -1.287 -2.785
*
```

***

No. 6
Computed, not measured: 2 unconnected molecules or ions with the total composition C2BrClF2S in a non-equilibrium geometry, with the ωB97M-V functional and the def2-TZVPD basis.

Results
Gap between HOMO and LUMO (spin up / spin down) = 8.45 / 7.38 eV
Energy above the lowest of the compared OMol25 structures with the same formula, charge and spin = 38.1 kcal/mol

```
! wB97M-V def2-TZVPD RIJCOSX def2/J DEFGRID3
* xyz 0 1
C -2.036 -0.258 -0.062
C 1.079 0.547 -0.005
F 1.333 -0.172 1.052
F 1.234 -0.186 -1.173
S -2.014 -1.819 0.046
Cl 1.891 2.075 -0.011
Br -3.174 1.173 0.009
*
```

***

Please write out number 3 again, unchanged.
Computed, not measured: a molecular structure, C2BiF3NO5S2 in a non-equilibrium geometry, with the ωB97M-V functional and the def2-TZVPD basis.

Results
Gap between HOMO and LUMO (spin up / spin down) = 4.54 / 4.21 eV
<S²> = 0.753
Energy above the lowest of the compared OMol25 structures with the same formula, charge and spin = 8.8 kcal/mol

```
! wB97M-V def2-TZVPD RIJCOSX def2/J DEFGRID3
* xyz 0 2
O 0.209 -0.673 2.476
C -0.366 -0.070 3.341
O -0.452 0.841 4.076
Bi -0.080 -2.996 2.528
N -3.775 -2.898 4.778
S -3.067 -1.871 3.712
O -3.426 -0.472 4.140
O -1.418 -2.152 3.828
S -3.452 -2.629 6.368
O -3.026 -3.927 7.024
C -5.230 -2.509 6.942
F -5.829 -1.457 6.391
F -5.933 -3.598 6.651
F -5.242 -2.348 8.267
*
```

***

Repeat the fifth record exactly.
Computed, not measured: a molecular structure, C2Br3I3, with the ωB97M-V functional and the def2-TZVPD basis.

Results
Gap between HOMO and LUMO (spin up / spin down) = 7.21 / 8.00 eV
<S²> = 2.014

```
! wB97M-V def2-TZVPD RIJCOSX def2/J DEFGRID3
* xyz 0 3
C 0.614 1.466 0.544
C -0.617 -1.688 -0.742
Br -1.159 2.041 0.233
Br 1.944 2.782 0.338
Br 0.826 0.335 2.047
I 0.941 -2.954 -0.175
I -2.308 -1.643 0.479
I -0.863 -1.287 -2.785
*
```

***

What did the fifth record say?
Computed, not measured: a molecular structure, C2Br3I3, with the ωB97M-V functional and the def2-TZVPD basis.

Results
Gap between HOMO and LUMO (spin up / spin down) = 7.21 / 8.00 eV
<S²> = 2.014

```
! wB97M-V def2-TZVPD RIJCOSX def2/J DEFGRID3
* xyz 0 3
C 0.614 1.466 0.544
C -0.617 -1.688 -0.742
Br -1.159 2.041 0.233
Br 1.944 2.782 0.338
Br 0.826 0.335 2.047
I 0.941 -2.954 -0.175
I -2.308 -1.643 0.479
I -0.863 -1.287 -2.785
*
```